Entry 1:
Computed, not measured: 2 unconnected molecules or ions with the total composition C3H7NO, with ωB97M-V/def2-TZVPD.

```
12
Properties=species:S:1:pos:R:3:nbo_charge:R:1
C 1.13 -0.31 0.37 -0.046
N -0.26 -0.27 0.55 -0.428
H -2.37 -0.82 -1.06 0.469
H 1.57 -1.27 0.60 0.201
H -0.31 1.51 1.58 0.159
C -0.85 0.65 1.17 -0.036
H -1.92 0.53 1.27 0.177
H 1.59 1.67 -0.35 0.199
H 2.95 0.45 -0.31 0.206
O -2.16 -1.23 -1.91 -0.942
H -1.26 -1.57 -1.79 0.473
C 1.90 0.65 -0.13 -0.433
```

Calculated values
ΔE to the lowest compared entry with this formula, charge and spin   218.5 kJ/mol
HOMO level   -0.3506 Ha
Max |F|   0.014 hartree/bohr
Calculated total energy   -6760.4855 eV
SMILES   C=CN=C.O

=====

Entry 2:
Computed, not measured: a molecular structure, C7H14F6N5O11S2Zn in a non-equilibrium geometry, with ωB97M-V/def2-TZVPD.

```
46
Properties=species:S:1:pos:R:3:nbo_charge:R:1
C 0.13 2.36 1.85 -0.095
C -1.31 2.74 2.16 -0.082
C 2.77 -2.23 -0.12 0.761
F 2.00 3.19 -2.90 -0.312
H -2.41 1.41 1.29 0.532
O 2.11 -0.18 1.63 -0.925
N -2.08 -1.10 2.64 -0.833
H -0.89 -3.54 -2.59 0.404
H -3.40 -2.77 -0.58 0.367
H -2.46 -3.92 -2.00 0.375
C -2.22 1.48 -1.67 0.923
F 4.14 2.72 -2.87 -0.294
O -1.18 1.40 -2.26 -0.900
C -1.75 -2.14 -1.48 0.775
H 0.65 3.29 2.08 0.149
Zn -0.19 0.46 -0.65 1.711
S 2.60 0.55 -2.36 2.090
S 2.70 -0.33 0.31 2.179
H -1.38 3.33 3.08 0.165
C -1.05 -1.39 1.94 0.769
O -2.24 1.71 2.19 -0.777
O 4.00 0.34 0.20 -0.918
F 3.73 -2.88 0.58 -0.317
O -0.56 -0.60 1.18 -0.735
O -0.79 -1.43 -1.39 -0.719
N -0.58 -2.54 2.16 -0.809
O 0.37 2.20 0.47 -0.761
O -3.25 1.84 -2.27 -0.833
H 0.24 -2.84 1.66 0.414
F 3.10 2.91 -0.97 -0.323
H 0.61 1.54 2.39 0.215
O -2.14 1.03 -0.54 -0.994
O 3.93 0.01 -2.58 -0.896
F 1.52 -2.74 0.09 -0.334
F 3.01 -2.37 -1.42 -0.299
H -2.34 -0.13 2.68 0.438
C 3.01 2.51 -2.26 0.797
H -2.63 -1.73 3.22 0.378
H -2.93 -1.10 -0.30 0.444
N 1.70 0.19 -0.82 -1.291
H 0.68 3.08 0.25 0.497
O 1.75 0.35 -3.53 -0.863
N -2.86 -1.95 -0.84 -0.824
H -1.59 3.53 1.46 0.173
N -1.73 -3.24 -2.10 -0.799
H -0.78 -3.02 3.03 0.378
```

Calculated values
ΔE to the lowest compared entry with this formula, charge and spin   379.4 kJ/mol
HOMO level   -0.1191 Ha
Max |F|   0.181 hartree/bohr
Calculated total energy   -123854.0019 eV
Charge   -1

=====

Q: Which value of max |F| does entry 2 give?
A: 0.181 hartree/bohr